Record 1
# C59H68F6N3O4PS2

C59H68F6N3O4PS2 as an isolated structure in a non-equilibrium geometry (ωB97M-V with the def2-TZVPD basis set, OMol25).

```
143
Properties=species:S:1:pos:R:3
S 5.85176 4.01296 1.97495
S 2.91308 0.49100 6.45665
P 4.76110 3.01336 6.58375
F -2.18691 -10.37987 -7.05430
F -0.35391 -7.44068 -6.95057
F 0.79816 3.49252 -2.28258
F -0.43003 -4.09164 -3.69510
F 1.87153 7.95006 7.20021
F -7.73727 7.04362 2.88403
O -3.47751 2.92538 0.76288
O 5.93063 4.16886 6.37251
O 5.42621 1.89642 7.61985
O 0.34064 0.59997 4.71423
N 4.91696 2.81110 1.45750
N 0.11437 -1.70828 4.82968
N 5.62432 3.85647 3.57976
C 2.38583 -1.43701 -0.33127
C 1.47053 -2.53775 0.24420
C -3.30519 -11.34360 -5.22137
C -2.79792 3.02584 -1.56017
C 4.37904 2.19084 2.50409
C -3.24206 0.46463 -1.11468
C -1.67824 -7.14935 -10.30258
C 0.19370 -2.78490 -0.59471
C 2.04188 -2.55487 -5.83984
C -2.28740 -9.16577 -5.04102
C 2.07967 -0.63959 3.56361
C 4.85673 8.38388 4.42062
C 2.61436 -3.68244 -6.41561
C 2.85147 8.09192 6.28790
C -2.26181 -5.89083 -10.23739
C -2.20028 -5.15505 -9.06117
C 4.29022 2.24297 4.95641
C -5.79950 5.47973 5.50401
C -5.64039 5.98134 2.77489
C 1.00857 -2.69105 -4.92309
C -4.68762 5.06342 4.78312
C -3.91782 3.28801 -0.54673
C 0.57029 -3.95771 -4.58859
C -3.71759 -11.25744 -3.89890
C -2.94772 -0.90441 -1.82694
C 3.46464 1.15853 4.87024
C 0.51673 4.69306 -0.27780
C -1.02797 -7.67284 -9.19419
C 1.13272 -5.08743 -5.14719
C 4.81401 2.83153 3.73769
C 3.14159 0.58696 1.01191
C 1.15204 4.52532 -1.49187
C 0.78559 -0.47819 4.40623
C -2.59301 -10.29647 -5.77245
C 0.07073 -2.69552 3.74253
C -3.42313 -10.12560 -3.15034
C 3.41644 6.96555 5.72287
C -1.55997 -5.67928 -7.94768
C 4.42220 7.11400 4.77887
C -6.82989 6.15422 4.86446
C 4.28207 9.50690 5.00244
C 1.87508 6.63450 0.12859
C -0.98126 -6.93030 -8.03177
C 0.88532 5.75171 0.53991
C 0.82828 -2.33999 5.96133
C 2.14141 5.39123 -1.91452
C 2.15798 -4.94800 -6.07100
C 3.26843 9.36215 5.93930
C -2.71075 -9.07914 -3.72227
C 3.46178 -0.91202 0.68458
C 3.49073 1.06344 2.41841
C 3.02742 0.55440 3.60239
C -2.25577 1.56593 -1.59942
C -2.18386 -1.89055 -0.92073
C -6.73622 6.39345 3.50748
C 2.50046 6.45581 -1.09915
C -4.53180 2.32475 1.50328
C -0.67435 -1.52377 -0.79203
C -4.60697 5.31634 3.42013
H 3.52293 -1.56487 1.56223
H 0.54390 -1.82449 -4.46925
H -4.29178 0.74201 -1.29578
H -2.39714 -0.73867 -2.76810
H -1.94486 3.67757 -1.25969
H 4.40944 -0.93143 0.12706
H -2.76549 -5.48204 -11.10407
H 6.37123 4.25195 7.23291
H -1.72975 -7.72462 -11.21772
H -3.09543 3.38565 -2.55934
H -7.70086 6.49357 5.41006
H 2.16019 7.46295 0.76455
H -4.12066 4.37890 -0.52170
H 3.07096 5.98305 6.02086
H -0.41360 -1.06395 -1.75906
H -0.56035 -8.64827 -9.22738
H 1.05988 -3.12703 3.48337
H -3.88320 4.54093 5.28518
H 5.37085 0.99356 7.28421
H -0.42382 -3.51541 -0.03611
H -0.60247 -0.81493 0.04947
H -2.69191 -1.90817 0.05905
H 2.10020 0.84939 0.75580
H 4.62339 10.49622 4.72595
H -0.25826 3.99978 0.02373
H -2.32033 -2.89948 -1.35177
H 3.26927 7.14600 -1.42142
H -3.73852 4.99483 2.85851
H 2.80255 10.22460 6.39834
H -3.11705 0.30555 -0.03361
H -5.60012 6.18027 1.71146
H -1.37472 1.52252 -0.94171
H 1.29180 -3.29622 5.65755
H 2.40007 -1.56885 -6.10563
H -1.72582 -8.36631 -5.50124
H 2.62276 5.23059 -2.87060
H 2.03715 -3.48844 0.23532
H 1.15481 -2.38126 1.28409
H -0.43279 -2.31874 2.84106
H 3.41713 -3.57328 -7.13359
H 4.86640 6.23806 4.32430
H -4.26920 -12.07472 -3.45265
H -5.44153 2.94769 1.45775
H 0.43644 -3.28177 -1.54505
H 2.60004 -5.82698 -6.52174
H 0.40007 5.88714 1.49774
H -2.48419 -8.19499 -3.14037
H -4.78643 1.33827 1.07664
H -1.50829 -5.12402 -7.01942
H -0.52012 -3.54848 4.11769
H -3.53256 -12.21391 -5.82330
H -4.87557 2.80995 -0.81091
H -4.20865 2.18696 2.54347
H 1.74627 -0.75510 2.52056
H -3.74888 -10.05786 -2.12008
H 2.57264 -1.59286 3.82013
H 1.77581 -0.61570 -0.73601
H -2.65165 -4.17281 -9.01100
H 0.12203 -2.54962 6.78036
H 2.89794 -1.89017 -1.19875
H -1.95652 1.31563 -2.62709
H 1.62805 -1.71592 6.37470
H 0.76953 -6.06570 -4.86018
H 3.83360 -0.49114 6.67075
H -3.93422 -1.31215 -2.10947
H -5.86367 5.27923 6.56558
H 5.64485 8.49955 3.68697
H 3.75575 1.18461 0.32175
```

## Properties
**LUMO level**: -0.032 Eh
**Relative energy (zero: lowest compared OMol25 entry of this formula, charge and spin)**: 112.8 kJ/mol
**Orbital gap**: 6.880 eV
**Total charge**: 0
**HOMO level**: -7.76 eV



Record 2
# C2H3NO3

One molecule with the formula C2H3NO3 in a non-equilibrium geometry (ωB97M-V with the def2-TZVPD basis set, OMol25).

```
9
Properties=species:S:1:pos:R:3
O -0.51897 -1.11258 0.09175
O 0.94619 0.67711 -0.35042
O -2.29223 -0.00796 -0.25758
N -0.29184 1.22295 0.34710
C 0.87947 -0.71794 -0.03258
C -1.17763 0.00691 0.11256
H 1.23177 -0.62932 1.03995
H 1.65087 -1.33759 -0.62568
H -0.42762 1.89842 -0.32510
```

## Properties
**LUMO level**: 0.028 Eh
**Relative energy (zero: lowest compared OMol25 entry of this formula, charge and spin)**: 380.0 kJ/mol
**Orbital gap**: 10.971 eV
**Total charge**: 0
**HOMO level**: -10.20 eV
**SMILES string**: O=C1NOCO1



Record 3
# C5H9NO2

One molecule with the formula C5H9NO2 in a non-equilibrium geometry (ωB97M-V with the def2-TZVPD basis set, OMol25).

```
17
Properties=species:S:1:pos:R:3
O -2.09266 -0.33287 -0.41665
O 0.74390 -0.86837 1.83021
N 1.55318 0.27905 -0.60681
C 0.17660 0.12414 -1.02397
C -0.49257 -0.37150 1.45681
C 1.12352 -0.92664 -1.26207
C -0.78470 1.07222 1.19392
C -0.85823 0.08430 0.04731
H -1.75901 1.38616 1.57066
H -0.03035 1.89518 1.21856
H 1.16008 -1.85869 -0.67481
H 1.45200 -0.45406 1.25173
H -0.15782 0.66242 -1.94611
H 1.54197 -1.00497 -2.27639
H -2.38614 0.40202 -1.09795
H 2.09832 0.84883 -1.26019
H -1.28808 -0.93723 1.99574
```

## Properties
**LUMO level**: 0.026 Eh
**Relative energy (zero: lowest compared OMol25 entry of this formula, charge and spin)**: 308.3 kJ/mol
**Orbital gap**: 9.756 eV
**Total charge**: 0
**HOMO level**: -9.05 eV
**SMILES string**: O[C@H]1C[C@@]1(O)[C@@H]1CN1



Record 4
# C2H2N2OS

A 2-piece molecular cluster, C2H2N2OS overall in a non-equilibrium geometry (ωB97M-V with the def2-TZVPD basis set, OMol25).

```
8
Properties=species:S:1:pos:R:3
S -2.45391 -1.04240 2.93490
O -2.39180 0.18474 0.55362
N -0.11862 -1.00606 -1.25042
N 0.56339 -0.11768 -0.80296
C 0.94503 0.74963 -0.19392
C -2.50627 -0.29317 1.56340
H 1.84441 1.20549 0.10879
H -0.14918 -1.04939 -2.28569
```

## Properties
**LUMO level**: 0.027 Eh
**Relative energy (zero: lowest compared OMol25 entry of this formula, charge and spin)**: 271.6 kJ/mol
**Orbital gap**: 9.567 eV
**Total charge**: 0
**HOMO level**: -8.82 eV



Record 5
# C2H9NO

A 2-piece molecular cluster, C2H9NO overall in a non-equilibrium geometry (ωB97M-V with the def2-TZVPD basis set, OMol25).

```
13
Properties=species:S:1:pos:R:3
O -2.61177 -0.56845 -0.36786
N 1.47803 0.60655 -0.45159
C 1.98571 -0.73149 0.05720
C -1.77505 0.25679 0.35020
H 1.76550 -1.39919 -0.70170
H 1.70364 1.22036 0.26126
H -2.20315 1.09439 0.84221
H -0.95941 0.73869 -0.32907
H -3.21368 -0.06865 -1.00556
H 1.66467 -1.03902 1.04234
H -1.29971 -0.23028 1.11881
H 3.05351 -0.53048 -0.02058
H 0.41172 0.65079 -0.79567
```

## Properties
**LUMO level**: 0.030 Eh
**Relative energy (zero: lowest compared OMol25 entry of this formula, charge and spin)**: 187.1 kJ/mol
**Orbital gap**: 9.754 eV
**Total charge**: 0
**HOMO level**: -8.93 eV
**SMILES string**: CN.CO



Record 6
# C28H79N7O20

A 12-piece molecular cluster, C28H79N7O20 overall in a non-equilibrium geometry (ωB97M-V with the def2-TZVPD basis set, OMol25).

```
134
Properties=species:S:1:pos:R:3
O -5.76000 9.08130 1.59540
O 4.75740 -3.25549 -12.73966
O -2.51283 -2.34372 -0.99925
O 8.63489 -0.19307 -3.80910
O 5.16841 -2.00212 -9.97231
O -8.36155 1.39127 11.62022
O -3.08091 4.47091 -7.29904
O -9.08309 3.99169 -1.37454
O -5.98219 2.55098 9.94526
O 6.69401 -4.80644 7.15543
O -10.04840 -7.79758 2.45646
O 3.66248 6.39376 -1.77962
O -4.03820 2.85531 -10.36221
O 10.02920 2.23197 -2.85897
O -5.58690 12.14967 1.53577
O 6.25048 -7.48351 -4.40080
O 4.02197 4.46770 10.04334
O -6.26750 -7.45345 2.54198
O 8.83714 -6.69494 6.59461
O 5.74982 4.35370 7.75947
N -8.69277 2.77328 -3.18419
N 7.04129 -7.79404 -2.34472
N 3.26741 5.49796 -3.73547
N -10.73658 3.09012 -2.38656
N 1.61680 6.46149 -2.63392
N -1.43933 -2.31471 -0.10307
N 6.31040 -9.56481 -3.33835
C 2.84421 6.09648 -2.58045
C 8.19166 0.52168 -2.70101
C 5.04573 -1.26879 -11.14100
C -5.29367 10.01114 0.64010
C -8.70023 -8.00092 3.05762
C 6.59142 -8.27057 -3.46592
C 1.08623 -1.43029 1.08797
C 9.33965 1.23390 -2.05463
C -6.71999 2.89807 11.12028
C 6.60418 -6.04558 6.44612
C -7.04227 1.57763 11.98176
C -0.43894 -4.28036 -1.07829
C 0.17217 -1.92847 -1.90544
C 5.59360 -2.13806 -12.31495
C -1.39813 0.30796 0.02966
C -1.48093 -1.05286 0.78612
C -2.97228 3.64618 -8.47517
C -6.13337 11.32867 0.56343
C 5.46092 3.24958 8.47616
C -7.70719 -7.30904 2.08320
C 7.83769 -6.34468 5.62698
C -2.69998 -1.13395 1.63846
C -0.23766 -1.05572 1.79061
C -9.47263 3.29960 -2.31267
C 0.89434 -2.72594 0.29835
C -4.24239 3.02972 -8.98659
C 5.22592 3.72170 9.93680
C -0.23175 -2.79090 -0.71772
H -0.36204 0.53652 -0.22010
H -11.44207 3.38075 -1.72482
H -0.43668 -2.16271 -2.77868
H 5.14393 2.75333 10.43041
H -7.82285 -6.23325 1.95126
H -5.28917 9.52570 -0.33582
H 4.96570 -2.92586 -10.13728
H -4.57878 2.09484 -10.58816
H -8.53460 -7.66203 4.08027
H -6.07752 11.78247 -0.42604
H -2.94199 -0.20644 2.15736
H -4.23641 10.25803 0.73669
H -1.91010 0.47536 -0.91794
H 1.85674 -3.04758 -0.09968
H -1.40519 -4.62495 -1.44667
H 1.55422 -0.71943 0.40698
H -6.58342 2.17345 9.29905
H -8.56862 -9.06937 2.88675
H 6.59345 -6.85739 7.17340
H -2.40156 -1.46066 -1.35901
H -8.35338 1.20318 10.67886
H 4.14486 5.04021 -3.93709
H 2.65720 5.67688 -4.52015
H 3.52503 4.48897 9.22224
H 1.84633 -1.62778 1.84384
H -7.19885 11.10129 0.59744
H 5.64341 -9.96871 -3.98029
H 0.04948 -0.85363 -1.77216
H 7.79555 -7.02219 4.77416
H 8.24460 -5.41121 5.23818
H 7.17024 -8.28855 -1.47356
H 5.16281 -3.65492 -13.51277
H 7.31888 -6.82527 -2.41209
H -7.86261 -7.77910 1.11212
H -5.74515 -6.95439 1.90977
H 1.00530 5.96731 -3.26793
H 8.28005 0.11840 -4.64497
H 5.66783 -0.37642 -11.21000
H -4.71960 2.23768 -8.40949
H 4.53255 2.83398 8.08437
H 1.22390 -2.08671 -2.14401
H -2.65371 5.29238 -7.55258
H 10.10355 0.62513 -1.57093
H 8.94183 1.90683 -1.29503
H -7.55297 3.50489 10.76529
H -9.11194 2.23877 -3.93164
H -3.63557 -1.25207 1.09183
H -2.33133 2.79232 -8.25561
H -10.98142 2.28430 -2.94407
H 0.79983 -3.50843 1.05126
H 7.96582 -0.28291 -2.00120
H -6.93048 1.81615 13.03946
H 5.55161 -1.49438 -13.19359
H 0.21649 -4.44219 -1.93405
H -5.00581 3.78135 -8.78574
H 9.32849 -7.45626 6.27748
H -7.70489 2.96859 -3.10630
H 7.28131 1.07906 -2.92166
H 6.40623 2.70692 8.47254
H 6.16506 3.99814 6.97033
H -6.57846 0.62015 11.74469
H 5.72107 -6.17509 5.82046
H -1.80239 1.12973 0.62075
H 6.02770 4.26669 10.43503
H 10.60049 2.74904 -2.28636
H -0.20840 -4.86461 -0.18745
H -10.73606 -8.23096 2.96725
H 4.13527 -0.67001 -11.11620
H 1.25544 6.92003 -1.80975
H 6.62321 -2.42496 -12.10118
H -6.26567 12.17769 2.21406
H 6.93580 -5.05244 8.05132
H -6.11700 3.44115 11.84799
H -2.54861 4.29557 -9.24126
H 6.89998 -10.13586 -2.74977
H -0.24440 -0.20785 2.47557
H -0.30400 -1.80026 2.58392
H -2.59627 -1.93637 2.36886
H -6.12863 8.30621 1.16535
```

## Properties
**LUMO level**: 0.007 Eh
**Relative energy (zero: lowest compared OMol25 entry of this formula, charge and spin)**: 280.9 kJ/mol
**Orbital gap**: 8.488 eV
**Total charge**: 0
**HOMO level**: -8.28 eV
**SMILES string**: CC1(C)CCCC(C)(C)N1O.NC(N)=O.NC(N)=O.NC(N)=O.OCCO.OCCO.OCCO.OCCO.OCCO.OCCO.OCCO.OCCO



For each record above, in turn, the calculated E_tot values are -122208.852, -9752.151, -10913.381, -17966.161, -5755.584, -81687.048 eV.